[1]
{"formula": "C22H34ClF5N3O4Ti", "method": "wB97M-V/def2-TZVPD", "lumo_energy_ev": [2.386, 2.361], "max_force_ev_per_a": 6.26, "homo_ev": [-1.42, -1.99], "total_charge": -1, "spin_multiplicity": 3, "elements": ["O", "C", "C", "C", "H", "C", "H", "C", "H", "C", "H", "C", "H", "H", "C", "C", "H", "H", "H", "C", "C", "H", "H", "H", "H", "Ti", "Cl", "C", "O", "N", "C", "C", "H", "H", "H", "H", "H", "H", "H", "H", "H", "C", "C", "N", "H", "C", "O", "H", "H", "H", "H", "H", "H", "C", "C", "N", "H", "C", "O", "H", "H", "H", "H", "F", "C", "F", "C", "F", "F", "F"], "positions_angstrom": [[-1.523718, 0.108215, -1.648868], [-0.544069, 0.014501, -2.436534], [-0.258462, -1.206352, -3.197208], [-1.522175, -1.663058, -3.533115], [-2.356967, -1.294327, -2.923539], [-1.740291, -2.563273, -4.534710], [-2.763310, -2.793117, -4.785213], [-0.643669, -3.160682, -5.167802], [-0.807922, -3.806164, -6.034964], [0.618334, -2.803986, -4.739664], [1.470543, -3.302557, -5.172649], [0.849450, -1.815994, -3.807856], [1.859844, -1.594092, -3.475494], [0.240545, 0.856689, -2.579813], [2.545760, 0.509844, -1.845197], [1.737415, -0.298521, -0.895762], [2.889572, -0.186424, -2.614400], [3.512628, 0.917062, -1.356773], [2.032486, 1.306367, -2.416313], [2.028107, -1.648300, -0.703931], [3.348497, -2.305154, -0.750591], [1.172399, -2.295164, -0.691414], [3.692444, -2.777342, -1.684313], [3.292252, -3.092281, 0.009936], [4.136744, -1.596360, -0.459418], [2.033772, 0.035684, 0.980110], [4.138909, -0.047708, 1.820159], [0.919137, -0.498211, 3.627102], [0.779378, -0.002603, 2.449587], [0.287410, -0.007600, 4.694540], [-0.455803, 1.267015, 4.643182], [0.605247, -0.539928, 6.039498], [1.562032, -1.377915, 3.779480], [-0.959942, 1.390897, 3.682845], [0.220660, 2.123809, 4.803853], [-1.182662, 1.248117, 5.463806], [0.640376, -1.641333, 5.941850], [-0.195196, -0.215453, 6.724570], [1.594007, -0.156990, 6.372521], [-5.264007, 0.787693, -1.019268], [-5.184305, 0.046966, 1.028605], [-4.213570, 0.531556, -1.162765], [-4.102579, 0.053594, 1.234122], [-3.527768, 0.728824, 0.097458], [-3.727605, 1.212890, -1.860888], [-2.380519, 1.472837, 0.123055], [-1.685106, 1.682363, 1.113409], [-3.881013, 0.582307, 2.169555], [-2.260472, 1.990981, -0.868337], [-4.157664, -0.518040, -1.480950], [-3.810424, -1.010010, 1.267134], [1.929073, 4.774093, 1.813852], [0.285081, 5.654075, 0.157851], [2.305369, 4.090721, 1.044821], [0.690182, 4.982207, -0.597287], [1.237508, 3.828566, 0.078472], [2.659981, 3.161980, 1.492058], [0.774471, 2.617624, -0.154535], [1.234319, 1.625182, 0.501269], [-0.075262, 4.655028, -1.289813], [-0.012263, 2.542479, -0.942105], [3.134181, 4.582515, 0.531049], [1.485088, 5.474476, -1.147185], [-0.933384, -1.881637, 2.042079], [-0.151735, -2.233597, 0.991887], [0.958705, -2.852986, 1.540184], [-0.929485, -3.186078, 0.107386], [-1.156535, -4.279072, 0.850098], [-2.113465, -2.578345, -0.179475], [-0.380554, -3.626505, -1.059236]], "forces_ev_per_angstrom": [[2.14, 0.03, -2.56], [2.01, 1.33, 3.57], [-1.24, -0.06, -0.73], [-1.03, -0.64, 0.20], [0.37, -0.04, -0.61], [0.31, -0.83, -0.49], [-0.11, -0.29, -0.24], [-1.07, 0.43, -0.29], [0.23, -0.05, 0.45], [0.59, -0.36, -0.44], [0.21, -0.07, -0.12], [-0.23, 0.69, 1.05], [-0.21, 0.07, -0.20], [-1.61, -0.88, 0.13], [2.34, 0.28, 0.45], [-0.85, -1.53, -2.76], [0.39, 0.21, -0.20], [-1.08, -0.02, -0.86], [0.18, 0.11, 0.56], [-0.36, 1.03, -0.82], [1.06, -0.26, 0.07], [0.34, -0.06, 0.56], [-0.30, -0.04, -0.20], [0.43, -0.11, -0.08], [-0.03, -0.29, -0.06], [-0.37, -2.74, -0.88], [1.23, 0.20, 0.69], [-0.56, 1.03, -2.87], [-0.53, -0.75, 5.16], [-0.03, 0.38, 0.54], [0.27, -0.28, 0.04], [0.19, -0.03, -0.91], [-0.22, 0.18, 0.05], [0.12, -0.17, 0.02], [-0.12, -0.28, -0.08], [0.06, 0.04, -0.29], [-0.02, 0.57, 0.40], [0.46, -0.34, -0.22], [-0.62, -0.22, 0.04], [-0.16, 0.14, -0.20], [0.11, 0.12, 0.48], [0.33, 0.09, 0.57], [-0.20, -0.41, -0.28], [0.39, 0.43, -0.10], [-0.33, -0.38, -0.38], [-0.72, 0.66, 0.66], [-0.65, -0.09, -0.79], [0.07, -0.27, -0.28], [0.20, -0.22, 0.94], [0.17, 0.27, -0.16], [0.24, 0.40, 0.26], [0.05, -0.12, 0.04], [-0.20, 0.26, -0.15], [-0.34, 0.00, -0.31], [0.30, -0.40, 0.38], [0.59, 1.21, 0.28], [-0.16, 0.13, -0.10], [0.50, -3.30, 1.32], [-2.01, 5.66, -1.76], [-0.21, 0.09, -0.05], [0.56, -0.32, 0.65], [0.05, -0.02, 0.01], [0.08, 0.30, -0.17], [-1.46, -0.73, 1.45], [1.06, 2.83, -3.31], [0.25, -1.46, 0.86], [0.67, 1.31, 1.74], [-1.26, -2.03, -0.13], [0.15, -0.82, -0.25], [-0.38, 0.39, 0.71]], "mulliken_spin": [0.086, 0.039, 0.006, 0.000, 0.007, -0.004, 0.000, 0.018, 0.003, -0.005, 0.001, 0.020, 0.003, -0.025, -0.032, 0.082, 0.012, 0.014, 0.021, 0.314, -0.083, 0.007, 0.017, 0.006, 0.009, 1.241, 0.004, 0.046, 0.037, 0.010, 0.004, 0.000, 0.015, -0.002, 0.001, 0.001, 0.001, 0.000, 0.000, 0.001, 0.000, 0.003, 0.001, -0.001, -0.002, -0.003, 0.000, 0.000, -0.001, 0.000, 0.000, -0.001, -0.003, 0.003, 0.002, 0.022, 0.003, 0.116, -0.057, 0.004, 0.008, 0.002, 0.000, 0.012, -0.038, 0.005, 0.050, 0.002, -0.005, 0.008]}

***

[2]
{"formula": "C19H33FGaO12", "method": "wB97M-V/def2-TZVPD", "lumo_energy_ev": 2.248, "max_force_ev_per_a": 0.45, "homo_ev": -4.93, "total_charge": -1, "spin_multiplicity": 1, "elements": ["C", "C", "C", "Ga", "F", "H", "H", "H", "H", "H", "H", "H", "H", "H", "C", "C", "C", "O", "C", "O", "O", "H", "H", "H", "H", "H", "H", "C", "C", "C", "O", "C", "O", "O", "H", "H", "H", "H", "H", "H", "C", "C", "C", "O", "C", "O", "O", "H", "H", "H", "H", "H", "H", "C", "C", "C", "O", "C", "O", "O", "H", "H", "H", "H", "H", "H"], "positions_angstrom": [[0.741562, 0.107116, 0.870049], [-0.098661, 1.369027, 0.665188], [-1.285007, 1.155787, -0.284904], [-2.992632, 0.551970, 0.602845], [-2.614790, 0.464204, 2.416247], [0.108666, -0.784406, 0.857457], [1.489580, -0.012089, 0.083477], [1.270482, 0.118009, 1.827493], [0.561020, 2.164554, 0.299344], [-0.465527, 1.714000, 1.638465], [-1.033308, 0.400019, -1.035541], [-1.504214, 2.075526, -0.838328], [-3.466942, -0.943277, 0.187232], [-4.180950, 1.623559, 0.388613], [4.258278, 5.635289, 0.803888], [4.131443, 4.462673, -0.127562], [2.729043, 3.921744, -0.356941], [2.972362, 2.536775, -0.589347], [4.125639, 2.188094, 0.016885], [4.528156, 1.080931, 0.158915], [4.783580, 3.305947, 0.431510], [3.748998, 5.430766, 1.745645], [5.306896, 5.847599, 1.005464], [3.810928, 6.517667, 0.343623], [4.610069, 4.665524, -1.091409], [2.207233, 4.335129, -1.214831], [2.111540, 4.021332, 0.539995], [-3.386897, -4.556612, 0.326383], [-2.153769, -4.460953, -0.528114], [-0.831552, -4.255712, 0.197819], [-0.084898, -3.473397, -0.739509], [-0.978200, -2.765087, -1.480815], [-0.697956, -1.824773, -2.152083], [-2.212629, -3.267843, -1.325945], [-3.439664, -3.704625, 1.003964], [-4.276688, -4.554115, -0.300660], [-3.366956, -5.485194, 0.900047], [-2.065470, -5.309625, -1.215714], [-0.281000, -5.165943, 0.416689], [-0.977864, -3.664794, 1.105885], [-2.295470, 0.750132, 5.308525], [-1.274151, 0.290778, 6.300180], [-0.119650, -0.511955, 5.724204], [0.235549, -1.377989, 6.814612], [-0.855869, -1.531795, 7.600103], [-0.932248, -2.316483, 8.495656], [-1.824082, -0.675034, 7.237272], [-2.630378, -0.057209, 4.661199], [-3.158135, 1.195111, 5.803479], [-1.855760, 1.496786, 4.647430], [-0.885099, 1.113401, 6.909428], [0.751430, 0.071437, 5.442814], [-0.457576, -1.117807, 4.880877], [-0.787599, -0.740326, -5.288852], [0.052397, -1.113645, -6.470008], [1.499247, -0.649706, -6.437291], [1.808445, -0.484443, -7.827543], [0.649364, -0.253371, -8.491857], [0.587154, 0.091693, -9.630397], [-0.404797, -0.464776, -7.685166], [-0.711825, 0.325971, -5.073650], [-1.834136, -0.989083, -5.456955], [-0.454274, -1.288011, -4.407969], [0.017085, -2.189877, -6.665834], [2.198070, -1.357684, -6.002932], [1.582406, 0.319102, -5.938727]], "forces_ev_per_angstrom": [[-0.03, -0.03, 0.06], [-0.07, 0.09, 0.11], [0.11, -0.07, -0.10], [-0.26, -0.09, -0.37], [0.09, -0.02, 0.24], [-0.05, 0.03, 0.05], [-0.06, -0.02, -0.04], [0.06, 0.02, -0.02], [0.04, -0.02, -0.03], [-0.01, -0.06, 0.00], [0.15, 0.10, -0.05], [-0.02, 0.02, 0.05], [0.06, 0.00, 0.12], [-0.01, -0.01, 0.12], [-0.07, 0.03, -0.01], [0.00, -0.20, -0.15], [-0.01, 0.06, 0.20], [0.00, -0.27, -0.07], [0.12, 0.18, -0.01], [-0.04, 0.03, -0.02], [0.00, -0.02, 0.00], [0.02, 0.01, 0.01], [0.00, 0.01, 0.01], [-0.01, 0.01, 0.03], [0.04, 0.06, 0.04], [0.04, 0.03, -0.03], [-0.04, 0.03, -0.04], [0.05, -0.02, 0.09], [0.20, -0.01, -0.08], [-0.13, 0.14, 0.07], [-0.04, 0.08, 0.01], [0.04, 0.16, 0.28], [0.09, -0.22, -0.26], [-0.05, -0.05, -0.25], [-0.03, 0.02, -0.02], [-0.01, -0.01, 0.00], [-0.01, 0.02, 0.03], [-0.10, 0.00, 0.00], [-0.02, -0.04, -0.03], [0.04, -0.05, 0.04], [-0.12, 0.04, -0.05], [0.25, -0.10, 0.14], [-0.13, -0.05, -0.04], [-0.04, -0.06, -0.01], [0.09, -0.03, 0.07], [-0.01, 0.03, -0.07], [-0.07, 0.07, -0.01], [-0.01, -0.01, 0.00], [0.03, 0.01, 0.06], [-0.02, -0.01, -0.04], [-0.06, 0.05, -0.03], [-0.02, 0.05, 0.01], [0.06, 0.02, -0.04], [-0.05, 0.07, 0.09], [0.22, -0.10, -0.21], [-0.10, 0.09, 0.03], [-0.02, 0.05, -0.03], [0.09, 0.05, -0.05], [-0.01, -0.03, 0.07], [-0.08, -0.04, 0.05], [-0.01, 0.00, -0.03], [0.01, -0.01, -0.03], [-0.01, 0.03, 0.05], [-0.07, 0.00, 0.05], [-0.04, -0.04, 0.02], [0.06, -0.02, 0.03]], "lowdin_charge": [-0.114, -0.354, -0.323, 0.280, -0.439, 0.057, 0.066, 0.059, 0.060, 0.074, 0.012, 0.024, -0.103, -0.116, -0.027, -0.331, -0.097, 0.054, -0.559, 0.166, 0.073, 0.091, 0.085, 0.089, 0.155, 0.140, 0.134, -0.026, -0.329, -0.091, 0.053, -0.563, 0.142, 0.068, 0.085, 0.087, 0.086, 0.151, 0.132, 0.139, -0.036, -0.316, -0.083, 0.053, -0.584, 0.140, 0.082, 0.074, 0.088, 0.088, 0.152, 0.135, 0.141, -0.014, -0.317, -0.089, 0.053, -0.579, 0.148, 0.083, 0.097, 0.094, 0.069, 0.156, 0.137, 0.138]}

***

[3]
{"formula": "C6H16", "method": "wB97M-V/def2-TZVPD", "lumo_energy_ev": [-2.899, -10.651], "e_above_lowest_kcal_mol": 25.4, "max_force_ev_per_a": 4.21, "homo_ev": [-14.16, -14.10], "total_charge": 1, "spin_multiplicity": 2, "elements": ["C", "C", "C", "C", "H", "H", "H", "H", "H", "H", "H", "H", "H", "H", "C", "C", "H", "H", "H", "H", "H", "H"], "positions_angstrom": [[1.062091, 1.135934, -0.273961], [1.298356, -0.369726, -0.386012], [2.501518, 1.739102, -0.285311], [0.224575, 1.658918, -1.360647], [0.643663, 1.452070, 0.717808], [1.898413, -0.508777, -1.312166], [0.341122, -0.861178, -0.638267], [3.152045, 1.359248, -1.021030], [2.397533, 2.822958, -0.450606], [2.962887, 1.527736, 0.668709], [-0.886753, 1.591398, -1.096287], [0.304212, 2.723428, -1.636119], [0.491751, 1.296600, -2.374186], [1.742115, -0.948297, 0.402828], [-2.099878, -1.660538, 1.813894], [-2.472464, -2.150398, 0.427331], [-2.852926, -0.919824, 2.134504], [-2.114345, -2.324216, 2.674345], [-1.066399, -1.251004, 1.757580], [-1.755856, -2.781450, -0.112753], [-2.235146, -1.162894, -0.097213], [-3.536513, -2.369098, 0.447558]], "forces_ev_per_angstrom": [[-3.70, -0.02, 2.01], [1.48, -0.52, -1.66], [2.17, 1.27, 0.23], [-0.64, 0.61, -1.42], [0.22, -0.47, -0.85], [-0.27, -0.38, 0.47], [-0.45, 0.56, 0.09], [0.60, -0.54, -1.12], [-0.46, -0.33, 0.07], [-0.26, -0.29, 0.42], [1.19, -0.08, -0.23], [-0.06, 0.37, 0.73], [-0.24, -0.63, 0.61], [0.34, 0.43, 0.66], [0.66, 0.16, 0.93], [1.01, 2.41, -0.27], [0.64, 0.23, -0.37], [0.12, -0.76, -0.30], [-0.69, 0.16, 0.43], [-0.67, -0.75, 0.67], [-1.19, -0.99, -0.22], [0.19, -0.43, -0.89]], "mulliken_spin": [0.156, 0.172, 0.336, 0.103, -0.018, 0.008, 0.069, -0.005, 0.025, 0.010, 0.061, 0.059, 0.010, -0.001, -0.001, 0.008, 0.001, 0.002, 0.000, -0.001, 0.004, 0.000]}